No. 1
The following is a DFT calculation (ωB97M-V/def2-TZVPD) of a molecular structure, C34H38N2OP2S4Si2Ti.

Results
E_LUMO (spin up / spin down) ... 4.24 / 4.23 eV
2S+1 ... 3
M ... 784.946 g/mol
Charge ... -2
Kohn-Sham gap (spin up / spin down) ... 4.7 / 5.5 eV
⟨S²⟩ ... 2.005

Last column: Mulliken spin population.
Cartesian coordinates (Å):
Ti1 -0.119 0.324 1.822  1.879
C1 2.990 2.969 1.003  0.012
Si1 3.205 1.116 0.813  0.020
C2 4.546 0.899 -0.512  -0.001
C3 3.963 0.391 2.369  -0.002
N1 1.688 0.437 0.408  -0.025
P1 1.238 -1.000 -0.192  0.027
C4 -0.353 -1.379 0.062  0.128
P2 -1.580 -0.371 -0.431  -0.152
N2 -1.881 0.818 0.607  0.033
Si2 -2.815 2.235 0.736  -0.020
C5 -1.723 3.746 0.951  0.024
C6 -3.898 2.539 -0.787  0.000
C7 -3.920 2.141 2.248  0.005
C8 -3.080 -1.385 -0.730  0.009
C9 -2.979 -2.565 -1.463  0.005
C10 -4.091 -3.364 -1.680  0.000
C11 -5.321 -3.007 -1.137  0.000
C12 -5.423 -1.856 -0.372  0.000
C13 -4.307 -1.050 -0.172  -0.006
C14 -1.329 0.465 -2.070  0.001
C15 -1.702 -0.066 -3.302  0.000
C16 -1.452 0.620 -4.485  0.000
C17 -0.828 1.858 -4.456  0.000
C18 -0.441 2.395 -3.235  0.000
C19 -0.682 1.702 -2.060  -0.018
C20 1.714 -1.166 -1.964  0.003
C21 1.494 -2.383 -2.611  -0.001
C22 1.732 -2.519 -3.969  0.001
C23 2.184 -1.430 -4.708  0.000
C24 2.395 -0.215 -4.077  0.001
C25 2.167 -0.088 -2.711  -0.003
C26 2.278 -2.297 0.588  -0.066
C27 1.855 -2.827 1.805  0.060
C28 2.665 -3.702 2.513  0.013
C29 3.901 -4.082 2.001  0.001
C30 4.317 -3.583 0.775  0.002
C31 3.509 -2.693 0.076  -0.001
H1 3.911 3.452 1.341  0.000
H2 2.204 3.193 1.727  -0.004
H3 2.703 3.411 0.044  0.001
H4 5.505 1.219 -0.092  0.000
H5 4.358 1.499 -1.406  0.000
H6 4.651 -0.142 -0.823  0.000
H7 4.852 0.963 2.656  -0.001
H8 4.263 -0.649 2.205  0.002
H9 3.253 0.425 3.196  0.002
H10 -1.210 4.002 0.020  0.005
H11 -0.970 3.550 1.720  -0.002
H12 -2.307 4.617 1.266  0.002
H13 -3.288 2.858 -1.635  -0.001
H14 -4.636 3.322 -0.585  0.001
H15 -4.436 1.638 -1.089  -0.001
H16 -3.309 1.885 3.119  -0.001
H17 -4.692 1.372 2.158  0.001
H18 -4.412 3.100 2.436  0.000
H19 -2.006 -2.869 -1.833  0.002
H20 -3.996 -4.278 -2.255  0.000
H21 -6.188 -3.639 -1.291  0.000
H22 -6.369 -1.587 0.084  0.000
H23 -4.378 -0.170 0.453  0.003
H24 -2.208 -1.023 -3.348  0.001
H25 -1.752 0.184 -5.431  0.000
H26 -0.638 2.396 -5.378  0.000
H27 0.059 3.357 -3.196  0.000
H28 -0.360 2.119 -1.113  0.044
H29 1.118 -3.222 -2.034  0.002
H30 1.558 -3.472 -4.456  0.000
H31 2.357 -1.529 -5.774  0.000
H32 2.728 0.645 -4.648  0.000
H33 2.319 0.861 -2.216  0.008
H34 0.883 -2.543 2.197  -0.023
H35 2.328 -4.085 3.468  0.000
H36 4.535 -4.764 2.555  0.000
H37 5.275 -3.880 0.361  0.000
H38 3.842 -2.310 -0.882  0.000
O1 -1.212 1.663 8.693  0.000
C32 -0.998 1.417 7.521  -0.001
S1 0.018 2.396 6.470  0.001
C33 -0.148 1.439 4.998  0.026
C34 -0.929 0.344 5.082  0.012
S2 -1.265 -0.810 3.814  -0.015
S3 -1.667 0.039 6.656  0.001
S4 0.741 1.981 3.592  0.004



No. 2
The following is a DFT calculation (ωB97M-V/def2-TZVPD) of a molecular structure, C23H20N4O2S2.

Results
E_LUMO ... 0.08 eV
M ... 448.573 g/mol
Charge ... 0
Kohn-Sham gap ... 8.2 eV

Last column: Mulliken charge in e.
Cartesian coordinates (Å):
O1 0.677 1.097 0.433  -0.705
C1 0.057 0.250 -0.321  0.020
N1 0.674 -0.724 -0.862  0.256
H1 0.295 -1.551 -1.408  0.423
C2 2.230 -1.061 -0.973  -1.095
C3 2.793 -2.128 0.068  1.039
C4 3.585 -1.860 1.273  -0.560
C5 3.674 -3.042 2.080  -0.331
C6 3.423 -4.345 1.716  -0.802
C7 2.784 -4.462 0.459  0.044
C8 2.346 -3.415 -0.074  -0.630
H2 1.814 -3.731 -1.105  0.101
H3 2.558 -5.573 0.015  0.191
H4 3.756 -5.025 2.393  0.524
H5 4.213 -2.859 2.964  0.428
H6 3.714 -0.846 1.644  0.361
H7 2.768 -1.040 -1.917  0.477
H8 2.724 0.006 -0.353  0.190
C9 -1.536 0.152 -0.491  -0.656
C10 -1.590 0.784 -1.767  0.268
C11 -0.843 1.252 -2.716  -0.623
C12 -1.312 1.818 -3.714  -0.117
C13 -2.772 1.532 -3.806  -0.254
S1 -3.136 0.725 -2.393  -0.147
H9 -3.723 1.562 -4.613  0.256
H10 -0.985 2.372 -4.694  0.278
H11 0.318 1.489 -2.656  0.070
N2 -2.218 0.745 0.698  0.324
C14 -1.889 2.043 0.937  0.215
O2 -2.283 2.528 1.969  -0.635
C15 -1.761 2.990 -0.112  1.249
N3 -2.692 3.211 -1.086  -0.520
C16 -2.382 4.291 -1.918  -0.537
C17 -1.056 4.806 -2.114  -0.157
N4 -0.106 4.526 -1.182  -0.573
C18 -0.527 3.737 -0.052  -0.832
H12 0.209 3.326 0.437  0.785
H13 -0.695 5.775 -2.663  0.359
H14 -3.163 4.504 -2.576  0.521
C19 -2.442 -0.214 1.823  -1.265
C20 -1.241 -0.794 2.162  0.549
C21 -0.241 -0.436 3.319  -0.496
C22 0.649 -1.512 3.442  -0.750
C23 0.517 -2.650 2.648  -1.589
S2 -0.985 -2.677 1.773  -0.180
H15 0.946 -3.399 2.644  1.790
H16 1.391 -1.210 4.015  0.579
H17 -0.470 0.579 3.396  0.522
H18 -3.114 0.366 2.447  0.414
H19 -3.167 -0.962 1.343  0.347
H20 -1.787 -0.951 -0.532  0.875



No. 3
The following is a DFT calculation (ωB97M-V/def2-TZVPD) of 2 unconnected molecules or ions with the total composition C12H16N2O.

Results
E_LUMO ... 0.64 eV
M ... 204.273 g/mol
Charge ... 0
Kohn-Sham gap ... 8.9 eV

Last column: Mulliken charge in e.
Cartesian coordinates (Å):
C1 -2.260 1.396 1.965  -1.390
C2 -1.609 1.431 0.610  0.311
C3 -1.311 2.558 -0.081  -0.775
N1 -0.869 2.259 -1.363  -0.121
C4 -0.930 0.876 -1.507  -0.061
C5 -0.666 0.145 -2.655  -0.957
C6 -0.832 -1.228 -2.556  -0.533
C7 -1.309 -1.807 -1.367  -0.478
C8 -1.513 -1.065 -0.230  -0.374
C9 -1.345 0.335 -0.283  1.129
H1 -3.320 1.209 1.879  0.281
H2 -2.157 2.365 2.382  0.404
H3 -1.802 0.602 2.556  0.342
H4 -1.229 3.588 0.241  0.403
H5 -0.184 2.821 -1.838  0.258
H6 -0.319 0.522 -3.609  0.412
H7 -0.713 -1.944 -3.360  0.390
H8 -1.480 -2.868 -1.289  0.404
H9 -1.903 -1.458 0.704  0.354
C10 2.693 -1.972 -0.043  -1.294
C11 1.667 -1.457 0.975  0.804
C12 2.181 -0.262 1.761  0.433
N2 1.978 0.928 1.112  -0.324
O1 2.647 -0.320 2.878  -0.645
H10 3.594 -2.248 0.513  0.378
H11 3.087 -1.112 -0.600  0.294
H12 2.215 -2.705 -0.676  0.374
H13 0.771 -1.127 0.465  -0.734
H14 1.460 -2.250 1.678  0.371
H15 2.013 1.860 1.484  0.244
H16 1.445 0.929 0.255  0.099



No. 4
The following is a DFT calculation (ωB97M-V/def2-TZVPD) of a molecular structure, C31H39AlBCl5N2OP2.

Results
E_LUMO ... 0.31 eV
M ... 732.673 g/mol
Charge ... 0
Kohn-Sham gap ... 7.9 eV

Last column: Mulliken charge in e.
Cartesian coordinates (Å):
Al1 0.235 0.270 0.334  -3.089
C1 0.483 -1.346 -3.074  -1.524
C2 0.640 0.125 -3.468  0.591
C3 -0.285 0.470 -4.634  -1.488
P1 0.425 1.224 -1.996  1.300
C4 1.499 2.686 -2.286  0.877
C5 1.535 3.274 -3.697  -1.510
C6 1.246 3.751 -1.213  -1.466
C7 -1.324 1.703 -1.940  0.023
C8 -1.911 2.824 -2.526  -0.750
C9 -3.247 3.119 -2.319  -0.860
C10 -4.008 2.286 -1.504  -1.022
C11 -3.443 1.173 -0.909  -0.109
C12 -2.099 0.858 -1.123  -0.527
N1 -1.455 -0.212 -0.457  0.916
C13 -2.092 -1.433 -0.301  -0.305
C14 -3.128 -1.859 -1.152  -0.321
C15 -3.700 -3.107 -1.005  -0.815
C16 -3.274 -3.985 -0.010  -1.064
C17 -2.255 -3.584 0.832  -0.599
C18 -1.658 -2.327 0.708  0.150
P2 -0.310 -1.709 1.728  1.391
C19 -0.915 -1.519 3.456  0.692
C20 -1.580 -0.145 3.597  -1.326
C21 -1.870 -2.608 3.941  -1.654
C22 1.089 -2.911 1.717  0.787
C23 0.937 -4.174 2.561  -1.593
C24 1.455 -3.262 0.271  -1.261
H1 0.704 -1.985 -3.932  0.520
H2 -0.539 -1.560 -2.751  0.205
H3 1.159 -1.624 -2.264  0.257
H4 1.681 0.296 -3.763  0.795
H5 -1.331 0.374 -4.339  0.233
H6 -0.103 -0.228 -5.456  0.457
H7 -0.136 1.481 -5.011  0.329
H8 2.490 2.260 -2.094  0.241
H9 0.574 3.675 -4.018  0.209
H10 1.861 2.542 -4.436  0.363
H11 2.252 4.098 -3.714  0.485
H12 0.256 4.199 -1.311  0.304
H13 1.988 4.548 -1.303  0.542
H14 1.320 3.340 -0.206  0.204
H15 -1.317 3.487 -3.140  0.190
H16 -3.688 3.998 -2.771  0.469
H17 -5.048 2.522 -1.311  0.415
H18 -4.034 0.548 -0.250  0.588
H19 -3.472 -1.201 -1.939  0.500
H20 -4.491 -3.406 -1.683  0.417
H21 -3.728 -4.960 0.101  0.456
H22 -1.922 -4.260 1.608  0.226
H23 -0.003 -1.535 4.062  0.654
H24 -2.453 -0.075 2.941  0.259
H25 -0.909 0.674 3.349  0.036
H26 -1.926 -0.001 4.623  0.561
H27 -2.807 -2.574 3.383  0.317
H28 -2.105 -2.422 4.992  0.485
H29 -1.463 -3.614 3.864  0.340
H30 1.907 -2.319 2.140  0.266
H31 0.127 -4.809 2.198  0.262
H32 0.766 -3.952 3.614  0.359
H33 1.859 -4.756 2.495  0.482
H34 0.653 -3.830 -0.207  0.250
H35 2.361 -3.873 0.255  0.534
H36 1.659 -2.374 -0.329  -0.006
Cl1 7.339 1.135 2.545  -0.191
C25 5.754 0.799 1.963  0.257
C26 4.657 0.888 2.819  0.005
Cl2 4.890 1.319 4.467  -0.197
C27 3.374 0.627 2.347  0.627
Cl3 2.016 0.677 3.417  -0.127
C28 3.151 0.289 1.008  -1.449
O1 1.971 0.028 0.515  0.833
C29 4.270 0.174 0.172  0.654
Cl4 3.995 -0.329 -1.460  -0.168
C30 5.555 0.428 0.636  0.145
Cl5 6.895 0.294 -0.435  -0.193
B1 -1.389 3.995 2.422  0.719
C31 -0.728 2.765 1.725  0.155
N2 -0.246 1.852 1.206  0.694
H37 -2.544 3.999 2.032  -0.130
H38 -1.310 3.806 3.621  -0.140
H39 -0.780 4.984 2.067  -0.142



No. 5
The following is a DFT calculation (ωB97M-V/def2-TZVPD) of C5H11NO in the gas phase.

Results
E_LUMO ... 0.94 eV
M ... 101.149 g/mol
Charge ... 0
Kohn-Sham gap ... 7.7 eV

Last column: Mulliken charge in e.
Cartesian coordinates (Å):
C1 -1.976 -0.932 -0.309  -0.925
C2 -1.546 0.351 0.387  -0.746
N1 -0.074 0.431 0.558  0.170
C3 0.385 0.306 1.803  -0.545
C4 0.622 0.596 -0.570  -0.235
C5 2.091 0.388 -0.661  -0.415
O1 2.428 -0.394 -1.801  -0.531
H1 -3.065 -0.942 -0.422  0.351
H2 -1.681 -1.807 0.278  0.279
H3 -1.526 -1.013 -1.302  0.316
H4 -1.846 1.231 -0.189  0.331
H5 -1.994 0.435 1.378  0.351
H6 1.432 0.470 2.006  0.272
H7 -0.298 -0.010 2.577  0.158
H8 0.058 0.841 -1.462  0.402
H9 2.660 1.319 -0.786  0.239
H10 2.456 -0.086 0.266  0.213
H11 1.873 -1.184 -1.751  0.314



No. 6
The following is a DFT calculation (ωB97M-V/def2-TZVPD) of a molecular structure, C52H52AsO13P2RbS.

Results
E_LUMO ... 3.73 eV
M ... 1139.380 g/mol
Charge ... -2
Kohn-Sham gap ... 6.5 eV

Last column: Mulliken charge in e.
Cartesian coordinates (Å):
Rb1 1.041 0.071 0.831  0.350
O1 2.797 -0.205 3.973  -0.538
C1 2.869 -1.060 2.956  -0.064
O2 2.172 -2.036 2.847  -0.412
C2 3.939 -0.692 1.958  0.183
O3 3.933 -1.630 0.923  -0.230
C3 4.862 -1.303 -0.096  -0.611
C4 4.580 0.019 -0.878  0.161
O4 5.522 0.419 -1.575  -0.847
O5 3.431 0.513 -0.726  0.306
H1 1.930 -0.383 4.438  0.675
H2 4.916 -0.653 2.462  0.507
H3 3.716 0.310 1.572  -0.528
H4 4.819 -2.127 -0.811  0.322
H5 5.880 -1.251 0.312  0.329
O6 -1.937 0.101 3.965  -0.539
S1 -0.415 -0.203 3.438  0.979
O7 0.223 -0.626 4.680  -0.897
O8 0.123 1.043 2.937  -0.156
O9 -0.556 -1.236 2.443  -0.290
C5 -6.248 -4.048 -1.497  -2.394
C6 -4.946 -3.385 -1.950  2.172
C7 -4.824 -3.511 -3.485  -1.892
C8 -4.912 -1.902 -1.597  0.343
C9 -6.052 -1.115 -1.498  0.044
C10 -5.950 0.253 -1.283  -1.355
C11 -4.703 0.847 -1.176  0.000
C12 -3.531 0.103 -1.259  -1.022
P1 -1.724 0.887 -0.961  1.774
C13 -2.287 1.385 0.727  0.470
C14 -1.947 2.816 1.004  0.596
C15 -2.061 3.214 2.442  -0.820
C16 -2.456 2.376 3.383  -1.144
C17 -2.776 0.930 3.125  0.143
C18 -2.671 0.547 1.676  -0.933
C19 -2.131 2.190 -2.239  0.532
C20 -1.805 3.543 -2.152  -0.323
C21 -2.033 4.408 -3.215  -0.946
C22 -2.556 3.939 -4.409  -0.551
C23 -2.839 2.586 -4.534  -0.626
C24 -2.631 1.732 -3.464  -0.570
C25 -3.679 -1.264 -1.455  -0.470
O10 -2.509 -1.992 -1.496  -0.144
C26 -2.571 -3.306 -1.168  -0.775
C27 -1.376 -3.845 -0.676  -0.375
C28 -1.350 -5.193 -0.358  -0.318
C29 -2.493 -5.968 -0.517  -1.529
C30 -3.666 -5.406 -0.993  0.044
C31 -3.729 -4.057 -1.330  0.422
P2 -0.023 -2.602 -0.497  1.242
C32 0.503 -2.499 -2.261  -0.018
C33 1.401 -1.480 -2.585  0.360
C34 1.871 -1.332 -3.881  -0.756
C35 1.436 -2.192 -4.878  -0.716
C36 0.538 -3.204 -4.569  -0.711
C37 0.078 -3.361 -3.269  -0.336
C38 1.261 -3.750 0.147  0.666
C39 1.072 -4.216 1.448  -0.381
C40 1.962 -5.113 2.012  -0.618
C41 3.073 -5.533 1.294  -0.694
C42 3.282 -5.055 0.010  -0.444
C43 2.378 -4.173 -0.565  -0.827
H6 -7.104 -3.588 -1.991  0.500
H7 -6.369 -3.953 -0.417  0.423
H8 -6.255 -5.106 -1.761  0.494
H9 -5.660 -3.002 -3.971  0.419
H10 -4.823 -4.564 -3.780  0.348
H11 -3.895 -3.054 -3.829  0.452
H12 -7.035 -1.559 -1.593  0.204
H13 -6.852 0.851 -1.208  0.385
H14 -4.629 1.919 -1.018  0.419
H15 -2.636 3.450 0.416  0.088
H16 -1.797 4.241 2.680  0.466
H17 -2.502 2.679 4.424  0.304
H18 -3.785 0.714 3.491  0.476
H19 -2.839 -0.503 1.458  0.149
H20 -1.332 3.940 -1.264  0.290
H21 -1.777 5.457 -3.117  0.425
H22 -2.723 4.615 -5.240  0.334
H23 -3.215 2.191 -5.471  0.405
H24 -2.850 0.677 -3.574  0.294
H25 -0.442 -5.638 0.025  0.485
H26 -2.467 -7.023 -0.270  0.375
H27 -4.535 -6.039 -1.112  0.235
H28 1.745 -0.800 -1.818  0.234
H29 2.570 -0.535 -4.101  0.507
H30 1.790 -2.071 -5.895  0.339
H31 0.193 -3.881 -5.344  0.381
H32 -0.612 -4.165 -3.044  0.385
H33 0.237 -3.834 2.026  0.442
H34 1.810 -5.456 3.028  0.451
H35 3.787 -6.213 1.744  0.314
H36 4.157 -5.367 -0.549  0.357
H37 2.548 -3.810 -1.571  0.484
O11 1.957 2.667 -2.158  -0.809
H38 2.568 1.981 -1.820  0.314
H39 1.107 2.463 -1.725  0.203
O12 -0.245 2.002 -0.382  0.521
O13 -0.619 3.050 0.558  0.012
C44 3.990 3.712 0.147  -1.602
As1 2.373 3.015 1.032  1.309
C45 1.575 4.804 1.258  -1.499
C46 3.101 2.863 2.921  -1.184
C47 3.710 4.085 3.492  0.529
C48 5.057 4.395 3.273  -0.428
C49 5.617 5.563 3.765  -0.696
C50 4.848 6.452 4.504  -0.425
C51 3.515 6.150 4.751  -0.676
C52 2.956 4.985 4.252  -0.211
H40 4.449 4.524 0.711  0.578
H41 3.677 4.079 -0.829  0.436
H42 4.709 2.908 -0.019  0.294
H43 2.319 5.541 1.564  0.522
H44 0.778 4.748 2.000  0.116
H45 1.136 5.100 0.306  0.430
H46 3.823 2.049 2.889  0.358
H47 2.235 2.531 3.493  0.382
H48 5.668 3.697 2.712  0.393
H49 6.660 5.786 3.570  0.363
H50 5.285 7.366 4.889  0.360
H51 2.912 6.830 5.342  0.359
H52 1.917 4.751 4.451  0.371



No. 7
The following is a DFT calculation (ωB97M-V/def2-TZVPD) of 2 unconnected molecules or ions with the total composition C2H9N2.

Results
E_LUMO ... -4.13 eV
M ... 61.108 g/mol
Charge ... +1
Kohn-Sham gap ... 10.7 eV

Last column: Mulliken charge in e.
Cartesian coordinates (Å):
C1 -3.460 2.194 -3.701  -0.885
H1 -3.313 1.971 -4.758  0.228
H2 -2.572 2.720 -3.354  0.217
H3 -4.370 2.773 -3.578  0.223
H4 -3.549 1.261 -3.140  0.217
N1 1.982 -2.320 2.996  -0.304
C2 1.992 -1.082 2.583  0.270
N2 2.369 -0.695 1.391  -0.321
H5 2.154 -3.070 2.337  0.248
H6 1.848 -2.488 3.981  0.263
H7 1.666 -0.301 3.259  0.320
H8 2.357 0.305 1.238  0.271
H9 2.895 -1.269 0.746  0.253



No. 8
The following is a DFT calculation (ωB97M-V/def2-TZVPD) of a molecular structure, C2H4FIO.

Results
E_LUMO ... -0.33 eV
M ... 189.955 g/mol
Charge ... 0
Kohn-Sham gap ... 9.3 eV

Last column: Mulliken charge in e.
Cartesian coordinates (Å):
C1 -0.003 -0.391 0.324  -0.393
C2 0.418 -0.840 -1.907  -0.301
O1 0.658 -1.141 -0.656  -0.023
F1 0.030 2.191 -1.824  -0.376
I1 1.731 -2.162 -2.911  0.020
H1 -0.643 -1.152 0.941  0.212
H2 -0.467 0.467 -0.131  0.200
H3 0.641 -0.011 1.189  0.221
H4 -0.228 1.261 -1.736  0.440